Entry 1:
C27H36BBiBrCl3GeN9 | ωB97M-V with the def2-TZVPD basis set

The calculation puts the frontier orbital gap at 8.64 eV. The calculation puts the highest occupied orbital energy at -11.2 eV. The value obtained for the total energy is -212636.832 eV. The molar mass comes out at 965.3 g/mol. The net charge is +1.

Each line ends with the Löwdin charge.
Geometry (Å):
Bi -0.08477 -0.01983 -0.29994  1.74
C -0.92267 -0.46019 3.21044  -0.05
C -2.05444 -0.06364 2.34553  -0.32
C -3.35567 0.27178 2.71558  0.02
C -3.97946 0.66951 1.54902  -0.02
N -3.10710 0.57079 0.54346  0.03
N -1.93583 0.10240 1.01999  -0.09
B -3.24371 1.10232 -0.89275  -0.71
N -2.78922 -0.02409 -1.85847  0.04
C -3.54701 -0.52875 -2.83344  -0.01
C -2.81486 -1.46879 -3.52237  0.02
C -1.56631 -1.49426 -2.90520  -0.33
C -0.41553 -2.30990 -3.35436  -0.06
N -1.57894 -0.62054 -1.88466  -0.08
N -2.29765 2.28926 -1.06436  0.00
C -2.48116 3.59526 -0.78834  -0.04
C -1.29029 4.24815 -1.02492  -0.01
C -0.40249 3.24956 -1.44828  -0.37
C 1.03090 3.35765 -1.82498  -0.03
N -1.03701 2.08255 -1.46894  -0.04
N -4.64532 1.50554 -1.21869  -0.02
C -5.02386 2.29106 -2.26384  -0.08
C -6.39027 2.27408 -2.32809  -0.01
C -6.79237 1.42892 -1.27127  -0.34
C -8.17791 1.04747 -0.89931  -0.03
N -5.73574 0.97436 -0.62814  0.11
H -1.27317 -1.07584 4.03612  0.10
H -0.45662 0.43258 3.62928  0.09
H -0.16927 -0.99022 2.64019  0.00
H -3.78116 0.23557 3.69666  0.11
H -4.98186 0.99395 1.34898  0.11
H -4.55420 -0.20095 -2.98483  0.13
H -3.13655 -2.05527 -4.35538  0.12
H -0.77464 -3.25153 -3.76336  0.10
H 0.28534 -2.51260 -2.55307  -0.01
H 0.10990 -1.78626 -4.15338  0.09
H -3.42719 3.96835 -0.44877  0.13
H -1.08261 5.29269 -0.92272  0.11
H 1.32293 4.40039 -1.90563  0.09
H 1.20962 2.85696 -2.77417  0.07
H 1.65948 2.87859 -1.07358  0.06
H -4.29643 2.79118 -2.87242  0.13
H -7.02138 2.78665 -3.02108  0.10
H -8.84400 1.89608 -1.03228  0.08
H -8.21095 0.70530 0.13073  0.08
H -8.52997 0.23941 -1.53978  0.08
C 1.88189 5.02271 1.88033  -0.03
C 2.17636 3.57997 2.12098  -0.24
C 3.35263 3.17854 2.75670  0.00
C 3.55635 1.84259 3.04524  -0.08
C 2.56739 0.95123 2.65867  -0.73
Br 2.70939 -0.86292 3.18711  0.79
N 1.48397 1.28856 1.98740  -0.02
C 1.29117 2.57903 1.74231  -0.12
H 2.14996 5.60436 2.76004  0.09
H 0.82778 5.17655 1.66324  0.08
H 2.46479 5.39305 1.03712  0.09
H 4.08983 3.91213 3.04497  0.13
H 4.43210 1.49935 3.56879  0.11
H 0.36080 2.81920 1.24406  0.10
C -1.34214 -3.47597 -0.28228  -0.06
C 0.03463 -3.50041 0.38276  -0.67
C -0.19083 -3.72891 1.88588  -0.05
C 0.84239 -4.68070 -0.16220  -0.09
C 0.78316 -2.16775 0.19003  -0.49
H -1.92002 -4.33690 0.04476  0.10
H -1.25822 -3.51758 -1.36077  0.06
H -1.88524 -2.57708 -0.00363  0.07
H -0.63940 -4.70710 2.03905  0.09
H -0.87725 -2.99075 2.28720  0.07
H 0.73760 -3.69379 2.45069  0.09
H 0.35516 -5.61263 0.10723  0.09
H 1.84872 -4.68992 0.25576  0.08
H 0.91372 -4.64250 -1.24622  0.05
H 1.24822 -1.92210 1.14191  -0.07
Cl 4.15272 -1.22687 0.04257  0.19
Ge 2.46273 -2.01465 -1.00932  -0.12
Cl 1.99850 -0.25708 -2.35589  0.14
Cl 3.25881 -3.46067 -2.36964  0.23

Forces on atoms 1 to 6 (eV/Å):
0.602 0.142 0.355
-0.005 0.120 0.092
-0.515 0.133 0.070
0.199 -0.007 -0.215
0.144 -0.021 0.376
-0.725 -0.012 0.203

Entry 2:
C3H7N5O | ωB97M-V with the def2-TZVPD basis set

The calculation puts the frontier orbital gap at 8.09 eV. The calculation puts the highest occupied orbital energy at -7.7 eV. The value obtained for the total energy is -12715.933 eV. The value obtained for the energy above the lowest of the compared OMol25 structures with the same formula, charge and spin is 154.9 kcal per mole. The molar mass comes out at 129.1 g/mol.

Each line ends with the Löwdin charge.
Geometry (Å):
N 0.95106 -1.24014 -0.33059  -0.16
N 1.55167 -0.32397 -1.26654  0.08
C -0.96770 -0.78015 -0.19424  -0.09
C 0.88689 0.55886 -0.39741  -0.52
C -0.62238 0.51888 -0.33954  -0.26
N -1.68079 -1.43119 0.69817  0.11
N -1.33921 1.65738 -0.29906  0.15
O 1.84864 -1.65584 0.65080  -0.05
N 1.57650 1.44323 0.30460  0.09
H 2.26787 -0.80623 0.93614  0.08
H 1.17269 -0.40287 -2.20526  0.11
H -1.68197 -2.44356 0.63098  0.11
H -1.77819 -1.04061 1.63231  0.12
H -2.34681 1.59348 -0.26302  0.11
H -0.83063 2.48552 -0.58523  0.11
H 0.99236 1.86721 1.02790  0.02

Forces on atoms 1 to 6 (eV/Å):
-0.837 -2.387 -1.227
-0.598 0.119 1.045
2.276 0.869 0.131
0.405 3.350 0.115
0.554 -0.679 -0.113
-0.347 -0.641 0.317

Entry 3:
C35H36F11NO33 | ωB97M-V with the def2-TZVPD basis set

As for the SMILES: O=C1OC[C@@H](F)O1.O=C1OC[C@@H](F)O1.O=C1OC[C@@H](F)O1.O=C1OC[C@@H](F)O1.O=C1OC[C@@H](F)O1.O=C1OC[C@@H](F)O1.O=C1OC[C@@H](F)O1.O=C1OC[C@@H](F)O1.O=C1OC[C@@H](F)O1.O=C1OC[C@@H](F)O1.O=C1OC[C@@H](F)O1.CC#N. The calculation puts the frontier orbital gap at 10.96 eV. The calculation puts the highest occupied orbital energy at -10.8 eV. The value obtained for the total energy is -135824.374 eV. The value obtained for the energy above the lowest of the compared OMol25 structures with the same formula, charge and spin is 53.2 kcal per mole. The molar mass comes out at 1207.6 g/mol.

Each line ends with the Löwdin charge.
Geometry (Å):
O -7.30647 5.11374 -4.51330  0.13
C -7.21229 4.66712 -3.37123  -0.59
O -6.89815 3.47077 -3.00451  0.10
C -7.24656 3.20127 -1.63381  0.00
C -7.35184 4.64094 -1.19722  -0.42
F -6.25975 5.07020 -0.63729  0.13
O -7.53461 5.37493 -2.30835  0.17
H -8.20820 2.68960 -1.67300  0.14
H -6.51791 2.63172 -1.05695  0.15
H -8.19995 4.77884 -0.52655  0.17
O -4.89840 -3.73035 -9.73694  0.15
C -5.21146 -2.85492 -8.95444  -0.55
O -5.38506 -1.55098 -9.37821  0.06
C -5.43167 -0.74821 -8.19193  -0.06
C -6.13748 -1.72429 -7.28314  -0.31
F -7.45106 -1.66949 -7.50269  0.10
O -5.56914 -2.98246 -7.69728  0.15
H -4.42545 -0.56518 -7.81495  0.15
H -6.14315 0.07446 -8.26338  0.15
H -6.00266 -1.56446 -6.21338  0.17
O -5.53243 1.16555 4.91699  0.13
C -5.34274 2.23154 5.50712  -0.57
O -5.92285 3.36939 5.20282  0.12
C -5.14202 4.38996 5.70114  -0.09
C -4.28118 3.67625 6.74323  -0.30
F -4.74877 4.00406 7.95825  0.09
O -4.45034 2.28808 6.48875  0.17
H -4.47059 4.79802 4.94564  0.14
H -5.65513 5.26360 6.10308  0.15
H -3.26122 4.01099 6.55419  0.17
O -0.33953 4.33641 -6.73008  0.19
C -0.31360 5.02192 -5.76263  -0.48
O -1.36220 5.68310 -5.12560  0.05
C -0.79618 6.61109 -4.13706  -0.03
C 0.63287 6.05375 -3.95951  -0.33
F 0.60510 5.08555 -3.00390  0.06
O 0.86986 5.49175 -5.20890  0.11
H -0.84956 7.61917 -4.54818  0.14
H -1.22496 6.50979 -3.14007  0.13
H 1.39370 6.78114 -3.67641  0.17
O 5.22864 -0.03229 -9.05468  0.12
C 4.59842 -1.10129 -8.98375  -0.53
O 3.66198 -1.54764 -9.82499  0.09
C 2.79980 -2.47688 -9.13001  -0.03
C 3.64218 -2.83082 -7.94757  -0.34
F 4.09841 -4.10115 -8.07486  0.08
O 4.66614 -1.89065 -7.91949  0.15
H 1.84474 -2.03995 -8.83836  0.14
H 2.62347 -3.38764 -9.70231  0.14
H 3.04279 -2.68328 -7.04921  0.17
O 4.30867 4.32934 10.06558  0.17
C 4.86911 3.75726 9.16179  -0.54
O 6.12546 3.20947 9.07904  0.07
C 6.37850 2.83859 7.74610  -0.09
C 4.99130 2.44251 7.31494  -0.34
F 4.83228 1.21069 7.71152  0.13
O 4.25173 3.40564 8.05901  0.14
H 6.66790 3.60380 7.02582  0.14
H 7.09027 2.01597 7.81521  0.15
H 4.81429 2.59677 6.25053  0.17
O 1.39447 7.77225 3.44838  0.14
C 1.42942 8.99580 3.53494  -0.60
O 0.81946 9.85910 2.72994  0.09
C 1.32468 11.13525 2.97882  -0.07
C 1.69659 11.02068 4.42027  -0.28
F 0.63660 11.39999 5.15673  0.09
O 1.78995 9.60939 4.60364  0.17
H 2.15244 11.28590 2.28585  0.15
H 0.47854 11.81260 2.86335  0.15
H 2.59891 11.58055 4.66617  0.17
O -7.13022 -5.00775 -1.00400  0.15
C -6.27975 -5.83312 -0.73792  -0.59
O -5.00500 -5.75012 -0.92086  0.10
C -4.29146 -7.01128 -0.91761  -0.02
C -5.33473 -7.85687 -0.37751  -0.37
F -5.01801 -8.22512 0.86582  0.09
O -6.51460 -7.09337 -0.36272  0.15
H -4.12485 -7.27144 -1.96291  0.15
H -3.38517 -7.07682 -0.31559  0.15
H -5.42415 -8.76911 -0.96736  0.17
O 9.20480 -1.66976 3.39644  0.13
C 10.37690 -1.29969 3.21785  -0.60
O 11.41071 -2.03247 2.96556  0.14
C 12.52488 -1.19644 2.88985  -0.07
C 11.93177 0.13375 2.66052  -0.33
F 11.74974 0.54520 1.35992  0.07
O 10.71894 -0.06208 3.22547  0.17
H 13.16316 -1.20854 3.77334  0.15
H 13.13793 -1.48174 2.03494  0.15
H 12.35185 1.01665 3.14232  0.18
O -0.40854 -0.81037 -2.02853  0.09
C 0.04899 -0.83162 -0.84529  -0.45
O -0.68646 -0.33526 0.22166  0.05
C 0.15717 -0.31673 1.35859  -0.06
C 1.25393 -1.35076 0.97319  -0.36
F 0.92704 -2.52087 1.41313  0.13
O 1.24338 -1.28403 -0.42983  0.14
H 0.57321 0.66750 1.57382  0.14
H -0.41542 -0.74506 2.18124  0.14
H 2.27929 -1.16729 1.29428  0.17
O 3.17208 -7.95455 -2.06809  0.18
C 3.28768 -9.10477 -1.76128  -0.62
O 4.14654 -9.67642 -0.89089  0.08
C 4.00260 -11.10078 -0.90352  -0.04
C 2.56319 -11.22572 -1.47147  -0.27
F 1.74349 -11.43789 -0.40992  0.07
O 2.41992 -9.96798 -2.07049  0.17
H 4.73594 -11.64792 -1.49591  0.13
H 4.09660 -11.49207 0.10948  0.14
H 2.45591 -12.06508 -2.15855  0.17
C -4.87621 -6.80703 6.94167  -0.08
C -3.82071 -5.82714 6.72907  -0.29
N -2.93264 -5.07817 6.61351  0.12
H -5.67876 -6.63730 6.22390  0.08
H -5.22805 -6.88083 7.97067  0.08
H -4.39706 -7.75609 6.70128  0.08

Forces on atoms 1 to 6 (eV/Å):
0.664 -1.383 2.664
-0.963 2.144 -4.359
1.433 -3.421 -0.539
-0.315 0.718 -0.954
-2.675 -1.210 1.729
2.819 0.701 1.825

Entry 4:
C2H4NO | ωB97M-V with the def2-TZVPD basis set

The calculation puts the frontier orbital gap at 10.42 eV. The calculation puts the highest occupied orbital energy at -16.4 eV. The value obtained for the total energy is -5663.138 eV. The value obtained for the energy above the lowest of the compared OMol25 structures with the same formula, charge and spin is 96.7 kcal per mole. The molar mass comes out at 58.1 g/mol. The net charge is +1.

Each line ends with the Löwdin charge.
Geometry (Å):
C -0.88608 -1.27653 1.42584  0.11
C -1.91321 0.89752 -0.80735  0.08
N -0.09551 -0.46948 0.90629  0.00
O -3.06417 0.74318 -1.15115  0.13
H -1.39794 -0.02319 0.04772  0.11
H -1.52490 2.02858 -1.17492  0.18
H 0.70186 -0.08624 0.37714  0.13
H -3.89733 0.97729 -1.69488  0.26

Forces on atoms 1 to 6 (eV/Å):
3.960 3.634 -2.135
2.309 2.888 0.750
-2.754 -3.862 2.103
-4.232 -2.519 -0.762
-0.993 2.751 -2.556
0.049 -3.059 1.090